[1]
Formula: C13H31NO11P
Source: the Open Molecules 2025 dataset
Level of theory: the ωB97M-V functional and the def2-TZVPD basis

The total energy is -1737.66526 hartree. For the LUMO energy, the calculation gives 2.7 eV. The molecular weight is 408.4 g mol⁻¹.

```
! wB97M-V def2-TZVPD RIJCOSX def2/J DEFGRID3
* xyz -1 1
C 0.647 -2.920 -1.322
O -0.339 5.342 2.113
H -5.293 -0.176 -2.814
C -4.263 -0.515 -2.933
H -3.882 4.576 2.829
C 1.178 3.420 1.117
H -1.476 -0.104 -1.431
H 0.282 0.870 -0.749
C 1.503 -3.069 7.140
O -3.561 0.327 -3.848
H -2.485 5.302 3.642
O -5.034 -0.268 -5.449
H 3.913 -0.228 0.163
C -2.880 4.972 2.681
O -2.089 3.917 2.147
H 2.107 -2.247 7.523
H -3.725 0.303 -7.664
H 1.285 4.194 0.358
O 1.389 -0.931 -0.194
H 2.121 -2.323 2.392
H 3.656 0.733 -1.276
C 1.786 -2.243 -0.495
O 2.770 -2.284 4.976
O -0.197 3.200 1.420
H 0.459 -0.441 -2.241
O 0.784 -2.668 5.980
H 1.730 3.688 2.018
C -4.071 0.343 -5.070
H -2.931 5.808 1.983
H 3.747 -2.686 -0.121
O -3.327 1.162 -5.817
H 4.592 -1.791 -2.215
P -0.165 -0.500 -0.934
H -4.779 1.675 -7.209
H 0.768 -3.346 7.892
N 3.154 -2.465 -0.900
C 3.703 -1.384 -1.701
H 0.410 -3.925 -0.939
H -0.775 -0.527 0.390
C 1.495 -1.521 2.771
H 2.131 -3.933 6.926
C 4.196 -0.143 -0.888
H -3.755 -0.451 -1.975
H -4.239 -1.551 -3.269
H 0.896 -3.083 -2.386
H 1.729 -2.770 0.474
H 1.575 2.488 0.722
C 1.569 -2.296 4.961
H -3.091 1.956 -7.667
H 5.260 0.078 -1.024
C -3.768 1.270 -7.164
O 0.789 -1.949 3.950
H 2.096 -0.638 2.985
O -0.556 -2.178 -1.288
H 3.028 -1.067 -2.496
H 0.757 -1.264 2.017
C -0.822 4.260 1.911
*
```

Mulliken population analysis, charges in e, atoms 1 to 5:
1. C -0.4715
2. O -0.5628
3. H 0.3190
4. C -0.6797
5. H 0.2177

[2]
Formula: C13H32ClNO3P2
Source: the Open Molecules 2025 dataset
Level of theory: the ωB97M-V functional and the def2-TZVPD basis

The total energy is -1937.79430 hartree. For the LUMO energy, the calculation gives -0.3 eV. The molecular weight is 347.8 g mol⁻¹. The calculation puts the energy relative to the best compared isomer or geometry (same formula, charge and spin) at 5.2 kcal/mol.

```
! wB97M-V def2-TZVPD RIJCOSX def2/J DEFGRID3
* xyz 0 1
H 1.121 0.533 1.368
P -2.109 -0.583 4.399
H 2.875 2.899 -4.679
H -0.788 1.103 -3.617
O -0.811 -1.319 6.693
C 1.303 0.754 0.318
C 1.564 0.340 -2.681
H -0.399 -1.377 -4.628
O -1.594 0.914 4.898
H -0.240 -2.484 3.779
H -2.521 -1.305 7.905
C 1.534 1.494 -5.587
H 0.473 2.732 0.700
C 1.120 2.240 -0.023
H 0.255 -2.145 -3.168
C -1.868 -1.983 7.346
H -2.435 -0.696 -3.234
H -2.225 1.164 5.569
H 2.316 0.425 0.079
C -1.441 -0.808 -2.794
P -0.444 -2.006 5.129
H 0.682 0.855 -5.351
C -0.927 0.618 -2.649
H 2.944 1.982 -2.410
C -0.657 -1.799 -3.654
H 0.999 2.856 -2.130
H -1.682 1.177 -2.100
H -3.466 -2.437 5.886
Cl -1.643 -0.501 2.333
H 2.319 0.862 -6.005
H -0.715 0.191 -0.179
H 0.498 -0.988 -0.741
H 2.069 2.773 -0.017
H -1.396 -2.647 8.087
H 2.101 -0.350 -2.034
H 0.601 -2.855 5.618
H 1.258 2.964 -4.048
O -1.621 -3.276 5.425
C 2.531 1.381 -3.224
C 2.038 2.270 -4.371
H -0.557 2.637 -1.355
H 3.376 0.805 -3.610
H -1.268 -2.682 -3.833
C 0.295 0.066 -0.571
H 1.186 -0.240 -3.515
C 0.459 2.258 -1.410
N 0.359 0.815 -1.881
H -2.983 -3.744 6.923
H 0.502 -0.935 4.863
C -2.584 -2.893 6.356
H 1.212 2.183 -6.366
H -1.612 -1.240 -1.807
*
```

Mulliken population analysis, charges in e, atoms 1 to 5:
1. H 0.4854
2. P 0.0935
3. H 0.4747
4. H 0.5303
5. O -0.4595

Frontier orbital gap (hartree)
0.252, 0.189